(1)
A structure of composition C28H23BCo2F6O8S in a non-equilibrium geometry, computed with wB97M-V/def2-TZVPD.

Each line ends with the natural charge from an NBO analysis.
Cartesian coordinates (Å):
C -3.802 4.423 -1.414  -0.667
C -2.908 3.365 -0.895  -0.067
C -1.768 2.799 -1.451  -0.320
C -1.111 1.876 -0.580  -0.121
C -1.797 1.599 0.618  -0.349
B -0.956 1.484 2.200  0.891
C 0.577 1.993 2.141  -0.217
C 1.062 3.019 2.932  -0.174
C 2.407 3.363 2.833  -0.162
C 2.961 4.417 3.750  0.978
F 4.042 5.065 3.219  -0.328
F 2.020 5.357 4.075  -0.327
F 3.381 3.850 4.929  -0.332
C 3.264 2.742 1.940  -0.132
C 2.750 1.733 1.145  -0.167
C 3.599 1.063 0.101  0.980
F 3.496 -0.301 0.196  -0.331
F 3.196 1.402 -1.171  -0.335
F 4.922 1.369 0.217  -0.323
C 1.427 1.324 1.284  -0.180
O -1.727 2.285 3.137  -0.759
C -2.362 1.375 4.014  0.264
C -2.424 1.914 5.433  -0.628
C -3.789 1.185 3.542  -0.636
C -1.453 0.068 3.885  0.266
C -0.258 0.044 4.825  -0.642
C -2.215 -1.205 4.094  -0.627
O -0.963 0.098 2.547  -0.777
S -3.100 2.825 0.746  0.468
H -4.001 4.245 -2.473  0.240
H -4.743 4.371 -0.855  0.235
H -3.373 5.425 -1.287  0.251
H -1.357 3.055 -2.438  0.235
H -0.182 1.375 -0.868  0.239
H 0.447 3.559 3.643  0.241
H 4.294 3.056 1.860  0.236
H 1.053 0.463 0.737  0.215
H -2.942 1.184 6.070  0.205
H -1.426 2.090 5.845  0.221
H -3.007 2.839 5.452  0.217
H -4.320 0.531 4.244  0.213
H -4.298 2.157 3.513  0.223
H -3.839 0.764 2.532  0.191
H -0.620 -0.234 5.819  0.204
H 0.427 -0.743 4.489  0.222
H 0.296 0.987 4.888  0.222
H -2.598 -1.241 5.120  0.216
H -3.043 -1.279 3.387  0.200
H -1.532 -2.040 3.941  0.208
O -2.567 -4.164 -4.113  -0.467
C -2.574 -4.313 -2.968  0.595
Co -2.443 -4.594 -1.210  -0.021
C -4.146 -4.752 -0.645  0.481
O -5.229 -4.918 -0.273  -0.482
C -2.086 -6.279 -1.641  0.538
O -1.811 -7.375 -1.881  -0.464
C -1.885 -2.681 -0.854  -0.558
C -2.231 -1.745 0.118  0.032
C -2.698 -0.480 0.373  -0.288
Co -1.696 -3.379 0.794  0.029
C -3.021 -3.741 1.899  0.592
O -3.886 -4.065 2.602  -0.471
C -0.237 -2.991 1.745  0.635
O 0.766 -2.836 2.302  -0.445
C -1.371 -5.187 0.749  0.431
O -0.948 -6.203 1.135  -0.499
H -1.250 -2.379 -1.700  0.214
H -2.894 -0.257 1.427  0.243
H -3.174 0.130 -0.422  0.227

The multiplicity is 1. Its charge is 0.

(2)
A structure of composition C28H23Cl5N2O5S2Ta in a non-equilibrium geometry, computed with wB97M-V/def2-TZVPD.

Each line ends with the natural charge from an NBO analysis.
Cartesian coordinates (Å):
Ta 0.007 -0.066 -0.573  2.435
O 0.125 -1.701 0.431  -0.948
S -0.345 -3.013 1.239  1.305
C 0.590 -2.830 2.766  -0.578
C 0.770 -1.375 3.220  -0.425
C 2.080 -0.771 2.691  -0.433
C 2.042 0.764 2.664  -0.578
S 2.584 1.455 1.091  1.311
O 1.719 0.582 0.088  -0.981
C 4.216 0.809 0.929  -0.219
C 5.127 1.231 1.894  -0.239
C 6.445 0.825 1.767  -0.162
C 6.830 0.030 0.694  -0.146
C 5.907 -0.359 -0.267  -0.164
C 4.581 0.037 -0.164  -0.236
C -2.008 -2.675 1.648  -0.351
C -2.897 -2.853 0.585  -0.172
C -4.245 -2.644 0.806  -0.186
C -4.693 -2.302 2.078  -0.119
C -3.799 -2.156 3.133  -0.200
C -2.440 -2.337 2.929  -0.127
H 1.540 -3.325 2.555  0.273
H 0.052 -3.467 3.471  0.287
H 0.754 -1.353 4.310  0.263
H -0.090 -0.784 2.897  0.221
H 2.268 -1.145 1.684  0.219
H 2.925 -1.111 3.288  0.259
H 2.678 1.246 3.409  0.284
H 1.038 1.178 2.786  0.255
H 4.840 1.875 2.717  0.238
H 7.171 1.137 2.505  0.258
H 7.863 -0.279 0.602  0.256
H 6.220 -0.966 -1.106  0.248
H 3.866 -0.246 -0.923  0.218
H -2.550 -3.169 -0.393  0.236
H -4.949 -2.781 -0.004  0.253
H -5.752 -2.167 2.254  0.256
H -4.160 -1.907 4.122  0.256
H -1.761 -2.223 3.762  0.222
Cl -0.554 -3.363 -6.959  0.163
C -0.783 -2.585 -5.468  -0.076
C 0.337 -2.183 -4.729  -0.105
Cl 1.933 -2.423 -5.274  0.139
C 0.096 -1.566 -3.520  -0.011
Cl 1.412 -0.933 -2.502  0.158
C -1.169 -1.330 -3.023  0.204
O -1.240 -0.682 -1.821  -0.696
C -2.276 -1.702 -3.753  -0.085
Cl -3.831 -1.378 -3.113  0.107
C -2.078 -2.342 -4.983  -0.056
Cl -3.429 -2.822 -5.889  0.164
O -1.202 0.707 0.767  -0.574
N -1.840 1.874 0.576  0.203
N -1.404 2.432 -0.453  0.258
O -0.423 1.861 -1.121  -0.543
C -1.967 3.670 -0.951  0.106
C -3.170 4.115 -0.417  -0.207
C -3.672 5.310 -0.895  -0.177
C -2.981 6.021 -1.872  -0.121
C -1.782 5.545 -2.387  -0.183
C -1.256 4.350 -1.928  -0.208
H -3.700 3.549 0.335  0.251
H -4.608 5.686 -0.506  0.254
H -3.386 6.955 -2.237  0.254
H -1.254 6.104 -3.147  0.252
H -0.323 3.967 -2.314  0.244

The multiplicity is 1. Its charge is +3.

(3)
A structure of composition C28H23LaN5OS3 in a non-equilibrium geometry, computed with wB97M-V/def2-TZVPD.

Each line ends with the Löwdin charge.
Cartesian coordinates (Å):
La -0.385 0.823 -0.119  1.736
C -2.128 4.912 -2.028  -0.079
C -0.986 5.401 -2.693  -0.070
C 0.171 4.663 -2.749  -0.017
C 0.245 3.400 -2.033  -0.251
C -0.876 3.036 -1.349  -0.261
C -2.069 3.723 -1.380  -0.159
C 1.501 2.703 -1.971  -0.232
C 2.731 3.302 -2.276  0.020
C 3.882 2.530 -2.453  0.057
C 3.784 1.125 -2.276  -0.160
C 4.873 0.265 -2.417  -0.009
C 4.782 -1.057 -2.029  -0.079
C 3.631 -1.651 -1.585  -0.054
C 2.523 -0.813 -1.431  -0.058
C 2.593 0.534 -1.789  -0.248
N 1.463 1.359 -1.713  -0.037
H -3.061 5.413 -2.124  0.100
H -1.104 6.339 -3.307  0.127
H 1.035 5.102 -3.224  0.099
H -2.937 3.292 -0.972  0.071
H 2.834 4.346 -2.429  0.103
H 4.832 3.053 -2.561  0.133
H 5.838 0.705 -2.733  0.134
H 5.642 -1.731 -2.048  0.119
H 3.623 -2.670 -1.270  0.109
H 1.537 -1.246 -1.148  0.084
N -1.179 -0.722 -1.450  -0.085
C -1.707 -1.674 -1.964  -0.141
N -1.933 -2.724 -2.684  -0.055
C -3.215 -3.483 -2.520  -0.076
C -2.834 -4.946 -2.531  -0.168
O -2.300 -5.332 -3.821  -0.117
C -1.077 -4.591 -4.109  -0.147
C -1.209 -3.075 -3.950  -0.061
H -3.845 -3.300 -3.387  0.137
H -3.751 -3.119 -1.621  0.148
H -3.665 -5.607 -2.363  0.131
H -2.132 -5.135 -1.721  0.131
H -0.784 -4.942 -5.118  0.147
H -0.275 -4.923 -3.445  0.124
H -1.777 -2.650 -4.779  0.137
H -0.253 -2.543 -3.861  0.137
S -2.654 -1.554 3.646  0.595
C -1.085 -1.000 3.602  -1.126
S -0.198 -1.212 2.155  0.793
C 0.897 0.222 2.660  -1.092
N 0.729 0.471 3.969  0.016
N -0.383 -0.186 4.513  -0.124
C -0.663 -0.013 5.946  -0.186
C -0.245 1.234 6.413  -0.025
C -0.545 1.540 7.716  -0.077
C -1.258 0.631 8.478  -0.070
C -1.616 -0.630 7.989  -0.068
C -1.389 -0.927 6.689  -0.053
S 2.014 1.010 1.607  0.488
H 0.274 1.954 5.717  0.129
H -0.326 2.498 8.172  0.111
H -1.526 0.850 9.473  0.093
H -2.238 -1.252 8.605  0.110
H -1.829 -1.728 6.082  0.066

The multiplicity is 1. Its charge is +1.

(4)
A cluster of 2 separate species, C28H23N2O2 in total in a non-equilibrium geometry, computed with wB97M-V/def2-TZVPD.

Each line ends with the natural charge from an NBO analysis.
Cartesian coordinates (Å):
C -6.593 1.829 -1.143  -0.265
O -6.144 0.528 -0.697  -0.452
C -4.806 0.305 -0.740  0.411
C -4.320 -0.951 -0.287  -0.260
C -2.969 -1.223 -0.312  -0.098
C -2.040 -0.275 -0.826  -0.200
C -0.666 -0.574 -1.121  0.336
C 0.331 0.444 -1.416  -0.064
C 1.293 -0.125 -2.319  -0.023
C 2.211 0.687 -2.970  -0.201
C 2.257 2.050 -2.646  -0.131
C 1.394 2.588 -1.675  -0.230
C 0.429 1.787 -1.053  -0.140
C 0.989 -1.543 -2.459  0.095
C -0.166 -1.839 -1.640  -0.167
C -0.646 -3.147 -1.584  -0.107
C -0.031 -4.127 -2.375  -0.218
C 1.034 -3.809 -3.235  -0.127
C 1.544 -2.504 -3.286  -0.221
C -2.554 0.978 -1.253  -0.015
C -3.897 1.273 -1.220  -0.346
H -7.672 1.812 -1.016  0.224
H -6.152 2.628 -0.533  0.192
H -6.338 1.994 -2.197  0.192
H -5.044 -1.684 0.066  0.250
H -2.603 -2.178 0.059  0.223
H 2.863 0.238 -3.719  0.231
H 2.976 2.699 -3.145  0.236
H 1.456 3.646 -1.417  0.237
H -0.238 2.181 -0.286  0.239
H -1.470 -3.394 -0.921  0.217
H -0.397 -5.153 -2.329  0.236
H 1.475 -4.582 -3.862  0.236
H 2.359 -2.214 -3.949  0.231
H -1.894 1.720 -1.695  0.224
H -4.241 2.243 -1.581  0.244
C 4.959 1.949 1.519  -0.255
O 4.892 1.485 2.884  -0.490
C 3.739 0.882 3.267  0.317
C 2.646 0.713 2.378  -0.350
C 1.502 0.087 2.849  0.179
C 1.446 -0.368 4.190  0.057
C 2.507 -0.215 5.080  -0.211
C 3.665 0.416 4.616  -0.249
N 0.180 -0.933 4.311  -0.530
C -0.471 -0.814 3.107  0.204
N 0.304 -0.206 2.212  -0.532
H 5.948 2.392 1.425  0.209
H 4.844 1.114 0.815  0.178
H 4.182 2.701 1.321  0.178
H 2.651 1.048 1.339  0.221
H 2.420 -0.584 6.105  0.225
H 4.534 0.571 5.256  0.237
H -0.199 -1.362 5.146  0.422
H -1.482 -1.180 2.962  0.200

The multiplicity is 1. Its charge is +1.

Number 1: frontier orbital gap 4.59 eV, molecular weight 762.22 g/mol. Number 2: frontier orbital gap 6.66 eV, molecular weight 889.85 g/mol. Number 3: frontier orbital gap 6.03 eV, molecular weight 680.63 g/mol. Number 4: frontier orbital gap 4.56 eV, molecular weight 419.50 g/mol.